1.
# C15H52N14O15

11 unconnected molecules or ions with the total composition C15H52N14O15 in a non-equilibrium geometry (wB97M-V/def2-TZVPD, the Open Molecules 2025 dataset).

Geometry as XYZ:
```
96
C15H52N14O15, DFT wB97M-V/def2-TZVPD
C -5.27 0.06 -1.30
C -3.88 0.43 -1.07
O -3.55 1.43 -1.98
O -6.12 1.23 -1.26
H -5.83 -0.59 -0.60
H -5.38 -0.41 -2.29
H -3.18 -0.38 -1.24
H -3.81 0.73 -0.02
H -2.89 2.02 -1.58
H -5.59 1.90 -1.74
C 3.67 3.34 -1.73
C 2.61 4.33 -1.40
O 3.30 5.42 -0.79
O 4.66 3.71 -2.67
H 3.28 2.41 -2.20
H 4.16 3.16 -0.80
H 1.93 3.81 -0.71
H 2.00 4.67 -2.27
H 2.91 5.56 0.07
H 4.85 4.62 -2.48
C 3.51 -0.14 2.00
C 3.94 0.60 0.72
O 4.76 -0.22 -0.11
O 4.65 -0.86 2.48
H 2.72 -0.86 1.79
H 3.13 0.47 2.83
H 4.46 1.49 1.09
H 3.08 0.91 0.16
H 5.11 -0.84 0.57
H 4.27 -1.63 2.92
C -4.72 -3.28 0.18
C -3.48 -3.10 1.04
O -3.80 -3.29 2.39
O -5.22 -4.58 0.46
H -4.50 -3.26 -0.91
H -5.48 -2.54 0.43
H -3.04 -2.13 0.80
H -2.75 -3.81 0.61
H -3.09 -3.00 2.97
H -6.08 -4.69 0.12
C -0.03 1.39 -3.77
O 0.85 0.53 -3.64
N -1.33 1.02 -3.80
N 0.22 2.72 -3.89
H -2.06 1.63 -3.55
H -1.45 0.05 -3.56
H 1.11 3.12 -3.70
H -0.52 3.37 -4.09
C -1.63 4.56 -1.98
O -1.30 4.94 -3.15
N -2.61 5.23 -1.25
N -1.21 3.46 -1.24
H -2.72 5.15 -0.26
H -2.65 6.18 -1.51
H -1.48 3.50 -0.27
H -0.68 2.65 -1.55
C 3.01 -2.50 -2.82
O 2.60 -3.01 -1.78
N 3.84 -1.48 -2.99
N 2.80 -3.12 -3.94
H 3.96 -1.09 -3.90
H 4.08 -0.84 -2.22
H 2.97 -2.70 -4.84
H 2.21 -3.90 -3.82
C -2.62 3.04 2.13
O -2.68 3.71 1.09
N -1.85 1.92 2.26
N -3.49 3.29 3.13
H -1.14 1.65 1.62
H -2.06 1.24 3.02
H -3.46 2.89 4.07
H -3.89 4.19 3.04
C -0.98 -2.96 4.17
O -2.08 -2.36 4.11
N -0.09 -2.64 5.10
N -0.74 -4.06 3.36
H 0.74 -3.21 5.28
H -0.24 -2.02 5.91
H 0.25 -4.17 3.03
H -1.43 -4.32 2.65
C 2.93 -4.11 2.04
O 1.69 -3.90 1.99
N 3.76 -4.09 0.97
N 3.59 -4.29 3.20
H 4.53 -4.68 0.94
H 3.31 -3.90 0.05
H 3.13 -4.39 4.08
H 4.61 -4.22 3.20
C 0.44 -0.28 0.33
O 0.13 0.94 0.34
N 0.28 -1.09 1.36
N 0.96 -0.93 -0.72
H -0.02 -0.70 2.23
H 0.44 -2.07 1.26
H 1.07 -0.26 -1.49
H 1.59 -1.77 -0.69
```

Output
E_tot   -67977.78211 eV
SMILES   NC(N)=O.NC(N)=O.NC(N)=O.NC(N)=O.NC(N)=O.NC(N)=O.NC(N)=O.OCCO.OCCO.OCCO.OCCO

Just the Mulliken charges please, in e? Sure, here they are: atom 1 (C): -0.535, atom 2 (C): 0.299, atom 3 (O): -0.660, atom 4 (O): -0.613, atom 5 (H): 0.154, atom 6 (H): 0.288, atom 7 (H): 0.188, atom 8 (H): 0.121, atom 9 (H): 0.296, atom 10 (H): 0.335, atom 11 (C): -0.175, atom 12 (C): -0.009, atom 13 (O): -0.567, atom 14 (O): -0.564, atom 15 (H): 0.064, atom 16 (H): 0.352, atom 17 (H): 0.033, atom 18 (H): 0.206, atom 19 (H): 0.337, atom 20 (H): 0.337, atom 21 (C): 0.179, atom 22 (C): 0.142, atom 23 (O): -0.473, atom 24 (O): -0.640, atom 25 (H): -0.151, atom 26 (H): 0.324, atom 27 (H): 0.146, atom 28 (H): -0.121, atom 29 (H): 0.380, atom 30 (H): 0.324, atom 31 (C): -0.511, atom 32 (C): 0.036, atom 33 (O): -0.582, atom 34 (O): -0.543, atom 35 (H): 0.319, atom 36 (H): 0.238, atom 37 (H): 0.164, atom 38 (H): 0.203, atom 39 (H): 0.349, atom 40 (H): 0.283, atom 41 (C): 0.322, atom 42 (O): -0.643, atom 43 (N): -0.268, atom 44 (N): -0.254, atom 45 (H): 0.270, atom 46 (H): 0.180, atom 47 (H): 0.140, atom 48 (H): 0.184, atom 49 (C): 0.649, atom 50 (O): -0.759, atom 51 (N): -0.462, atom 52 (N): 0.150, atom 53 (H): 0.268, atom 54 (H): 0.261, atom 55 (H): 0.310, atom 56 (H): -0.080, atom 57 (C): 0.662, atom 58 (O): -0.791, atom 59 (N): -0.279, atom 60 (N): -0.462, atom 61 (H): 0.204, atom 62 (H): 0.114, atom 63 (H): 0.184, atom 64 (H): 0.245, atom 65 (C): 0.461, atom 66 (O): -0.723, atom 67 (N): -0.069, atom 68 (N): -0.444, atom 69 (H): 0.081, atom 70 (H): 0.172, atom 71 (H): 0.198, atom 72 (H): 0.266, atom 73 (C): 0.687, atom 74 (O): -0.770, atom 75 (N): -0.330, atom 76 (N): -0.481, atom 77 (H): 0.160, atom 78 (H): 0.236, atom 79 (H): 0.357, atom 80 (H): 0.208, atom 81 (C): 0.538, atom 82 (O): -0.627, atom 83 (N): -0.350, atom 84 (N): -0.375, atom 85 (H): 0.195, atom 86 (H): 0.208, atom 87 (H): 0.180, atom 88 (H): 0.213, atom 89 (C): 0.348, atom 90 (O): -0.784, atom 91 (N): 0.136, atom 92 (N): 0.137, atom 93 (H): 0.052, atom 94 (H): 0.004, atom 95 (H): -0.149, atom 96 (H): 0.165

=====

2.
# C15H52O11

11 unconnected molecules or ions with the total composition C15H52O11 in a non-equilibrium geometry (wB97M-V/def2-TZVPD, the Open Molecules 2025 dataset).

Geometry as XYZ:
```
78
C15H52O11, DFT wB97M-V/def2-TZVPD
C -0.44 -0.86 -0.43
C -0.85 -0.70 1.06
O 0.22 -0.26 1.86
H -1.06 -1.44 -1.08
H 0.55 -1.12 -0.80
H -0.47 0.10 -0.73
H -1.19 -1.68 1.44
H -1.75 -0.04 1.09
H 0.20 0.69 1.81
C -2.73 -0.77 -3.78
C -2.62 -0.37 -5.25
O -2.27 0.97 -5.39
H -3.55 -0.19 -3.32
H -1.71 -0.65 -3.32
H -2.88 -1.86 -3.61
H -3.42 -0.67 -5.82
H -1.78 -1.03 -5.62
H -2.69 1.49 -4.71
C 2.45 -3.79 -0.23
C 2.49 -3.43 1.27
O 3.60 -2.59 1.35
H 1.58 -4.40 -0.49
H 3.28 -4.50 -0.47
H 2.48 -2.93 -0.93
H 2.63 -4.38 1.74
H 1.57 -2.95 1.57
H 3.95 -2.42 2.21
C 0.43 -3.15 -3.48
C 1.36 -2.04 -3.80
O 0.73 -1.01 -4.46
H -0.21 -3.37 -4.30
H -0.22 -2.81 -2.68
H 0.99 -3.95 -3.17
H 2.15 -2.41 -4.44
H 1.86 -1.70 -2.87
H 0.34 -0.52 -3.68
C 2.76 1.30 2.95
O 3.79 1.97 3.65
H 2.38 1.86 2.10
H 2.12 1.11 3.81
H 3.05 0.29 2.57
H 4.51 2.09 3.04
C -0.01 -0.23 5.44
O 0.73 0.67 6.23
H -1.03 -0.25 5.72
H 0.47 -1.20 5.67
H 0.03 -0.03 4.41
H 0.26 1.49 6.16
C 3.19 0.34 -0.73
O 3.96 -0.84 -0.68
H 2.25 0.17 -0.35
H 3.13 0.81 -1.66
H 3.62 1.06 -0.06
H 3.62 -1.44 0.03
C 0.09 3.32 3.30
O 0.17 2.62 2.03
H 0.51 2.58 3.99
H -0.94 3.66 3.60
H 0.79 4.12 3.30
H -0.56 2.91 1.48
C -2.79 1.70 3.30
O -3.05 2.64 2.31
H -2.82 2.13 4.28
H -1.88 1.03 3.01
H -3.65 1.09 3.14
H -3.61 3.25 2.72
C -0.49 2.12 -2.85
O 0.54 1.24 -3.29
H -0.33 3.19 -3.06
H -0.52 1.89 -1.77
H -1.46 1.70 -3.11
H 1.36 1.68 -3.46
C -4.05 1.29 -0.34
O -2.89 1.65 -1.07
H -4.75 2.08 -0.14
H -3.77 1.02 0.63
H -4.59 0.52 -0.88
H -3.13 2.14 -1.90
```

Output
E_tot   -38913.72654 eV
SMILES   CCO.CCO.CCO.CCO.CO.CO.CO.CO.CO.CO.CO

Just the Mulliken charges please, in e? Sure, here they are: atom 1 (C): -0.449, atom 2 (C): 0.454, atom 3 (O): -0.074, atom 4 (H): 0.351, atom 5 (H): 0.177, atom 6 (H): -0.176, atom 7 (H): 0.456, atom 8 (H): -0.798, atom 9 (H): -0.047, atom 10 (C): -0.682, atom 11 (C): -0.404, atom 12 (O): -0.511, atom 13 (H): 0.225, atom 14 (H): 0.048, atom 15 (H): 0.441, atom 16 (H): 0.441, atom 17 (H): 0.183, atom 18 (H): 0.346, atom 19 (C): -0.876, atom 20 (C): -0.098, atom 21 (O): -0.584, atom 22 (H): 0.379, atom 23 (H): 0.395, atom 24 (H): -0.016, atom 25 (H): 0.413, atom 26 (H): 0.098, atom 27 (H): 0.274, atom 28 (C): -1.044, atom 29 (C): 0.392, atom 30 (O): -0.497, atom 31 (H): 0.324, atom 32 (H): 0.077, atom 33 (H): 0.522, atom 34 (H): 0.417, atom 35 (H): -0.236, atom 36 (H): 0.118, atom 37 (C): -0.128, atom 38 (O): -0.598, atom 39 (H): 0.130, atom 40 (H): 0.172, atom 41 (H): 0.131, atom 42 (H): 0.299, atom 43 (C): -0.160, atom 44 (O): -0.506, atom 45 (H): 0.371, atom 46 (H): 0.235, atom 47 (H): -0.136, atom 48 (H): 0.285, atom 49 (C): -0.226, atom 50 (O): -0.582, atom 51 (H): -0.314, atom 52 (H): 0.354, atom 53 (H): 0.421, atom 54 (H): 0.380, atom 55 (C): -0.410, atom 56 (O): -0.419, atom 57 (H): 0.003, atom 58 (H): 0.220, atom 59 (H): 0.356, atom 60 (H): 0.207, atom 61 (C): -0.745, atom 62 (O): -0.441, atom 63 (H): 0.436, atom 64 (H): 0.085, atom 65 (H): 0.469, atom 66 (H): 0.250, atom 67 (C): 0.281, atom 68 (O): -0.457, atom 69 (H): 0.497, atom 70 (H): -0.203, atom 71 (H): -0.508, atom 72 (H): 0.235, atom 73 (C): -0.629, atom 74 (O): -0.347, atom 75 (H): 0.351, atom 76 (H): 0.031, atom 77 (H): 0.316, atom 78 (H): 0.257